No. 1
{"formula": "C14H13BrF6OTa", "method": "ωB97M-V/def2-TZVPD", "species": ["C", "C", "C", "H", "C", "C", "H", "H", "H", "H", "Ta", "Br", "C", "C", "C", "H", "C", "C", "H", "H", "H", "H", "C", "C", "O", "C", "F", "F", "F", "C", "F", "F", "F", "H", "H", "H"], "positions_angstrom": [[2.285, -1.293, 0.027], [1.373, -1.250, 1.135], [0.052, -1.186, 0.611], [1.641, -1.309, 2.180], [0.110, -1.172, -0.830], [1.492, -1.359, -1.191], [1.816, -1.628, -2.186], [3.365, -1.348, 0.100], [-0.850, -1.364, 1.175], [-0.717, -1.152, -1.540], [1.313, 0.741, -0.388], [2.463, 1.574, 1.722], [1.622, 2.164, -2.140], [2.041, 1.084, -3.002], [3.193, 0.468, -2.419], [1.704, 0.957, -4.034], [3.525, 1.155, -1.219], [2.642, 2.297, -1.098], [2.813, 3.201, -0.522], [0.883, 2.942, -2.367], [3.813, -0.307, -2.872], [4.298, 0.854, -0.497], [-2.068, 0.816, 1.923], [-1.666, 1.635, 0.733], [-0.352, 1.490, 0.157], [-2.708, 1.398, -0.421], [-2.793, 2.470, -1.226], [-2.304, 0.341, -1.183], [-3.955, 1.082, 0.040], [-1.801, 3.109, 1.196], [-3.079, 3.412, 1.556], [-1.017, 3.294, 2.305], [-1.400, 4.005, 0.272], [-2.180, -0.223, 1.652], [-3.024, 1.202, 2.254], [-1.318, 0.906, 2.703]], "homo_energy_ev": -12.562, "homo_lumo_gap_ev": 7.61, "total_charge": 1}

=====

No. 2
{"formula": "C14H13Cl2IrN2O4SbSe4", "method": "ωB97M-V/def2-TZVPD", "species": ["Ir", "C", "C", "O", "C", "C", "C", "N", "N", "C", "O", "C", "C", "C", "C", "C", "C", "H", "H", "H", "H", "H", "H", "H", "H", "H", "H", "H", "H", "Cl", "C", "Cl", "C", "O", "O", "H", "Se", "Sb", "Se", "Se", "Se"], "positions_angstrom": [[-0.576, 0.673, -0.391], [0.068, 2.291, -4.274], [0.202, 1.392, -3.072], [-0.506, 1.747, -2.068], [1.068, 0.305, -3.127], [1.402, -0.596, -2.096], [2.455, -1.636, -2.335], [0.822, -0.555, -0.912], [1.241, -1.466, 0.058], [0.564, -1.296, 1.155], [-0.355, -0.395, 1.328], [0.851, -2.189, 2.307], [1.839, -3.168, 2.232], [2.079, -3.998, 3.314], [1.336, -3.859, 4.480], [0.352, -2.883, 4.557], [0.110, -2.050, 3.475], [-0.791, 2.945, -4.134], [-0.069, 1.703, -5.182], [0.968, 2.896, -4.395], [1.588, 0.163, -4.064], [2.819, -1.577, -3.358], [2.051, -2.630, -2.144], [3.286, -1.498, -1.642], [2.407, -3.266, 1.317], [2.848, -4.758, 3.250], [1.521, -4.511, 5.325], [-0.232, -2.771, 5.462], [-0.656, -1.288, 3.516], [-0.221, 4.917, -0.101], [-0.472, 3.831, 1.281], [0.901, 2.720, 1.467], [-1.841, 3.134, 1.101], [-2.768, 3.652, 1.696], [-1.917, 2.136, 0.305], [-0.513, 4.435, 2.178], [-3.632, 3.408, -2.587], [-4.118, 1.483, -1.216], [-6.138, 1.114, -2.601], [-5.185, 2.028, 0.990], [-2.787, -0.585, -1.095]], "homo_energy_ev": [-4.582, -5.131], "homo_lumo_gap_ev": [6.63, 6.00], "total_charge": -1, "de_lowest_kcal_mol": 0.0, "multiplicity": 5}

=====

No. 3
{"formula": "C14H13Cl32FNO", "method": "ωB97M-V/def2-TZVPD", "species": ["O", "C", "N", "C", "C", "C", "C", "C", "F", "H", "H", "H", "H", "H", "H", "H", "H", "H", "H", "H", "H", "H", "C", "Cl", "Cl", "Cl", "Cl", "C", "Cl", "Cl", "Cl", "Cl", "C", "Cl", "Cl", "Cl", "Cl", "C", "Cl", "Cl", "Cl", "Cl", "C", "Cl", "Cl", "Cl", "Cl", "C", "Cl", "Cl", "Cl", "Cl", "C", "Cl", "Cl", "Cl", "Cl", "C", "Cl", "Cl", "Cl", "Cl"], "positions_angstrom": [[-1.489, -0.541, -3.345], [-2.299, -0.081, -4.484], [-1.481, 1.117, -5.010], [-2.083, 2.449, -4.514], [-3.213, 1.953, -3.386], [-3.754, 0.632, -4.233], [-4.992, -0.216, -3.574], [-6.388, 0.444, -4.204], [-6.542, 1.785, -3.566], [-2.065, -0.837, -2.580], [-2.347, -0.954, -5.262], [-0.436, 1.077, -4.814], [-1.729, 1.058, -6.044], [-2.781, 3.004, -5.301], [-1.317, 3.194, -4.024], [-2.613, 1.753, -2.399], [-4.055, 2.706, -3.081], [-4.028, 1.122, -5.263], [-5.010, -1.356, -3.836], [-5.026, -0.066, -2.396], [-6.158, 0.657, -5.347], [-7.319, -0.255, -4.083], [-6.619, 5.834, -3.338], [-6.641, 4.053, -3.389], [-7.537, 6.399, -1.919], [-4.935, 6.405, -3.223], [-7.365, 6.479, -4.823], [0.964, -2.483, -0.733], [1.571, -4.155, -0.837], [1.700, -1.670, 0.670], [1.391, -1.603, -2.222], [-0.808, -2.506, -0.545], [1.864, -8.136, 0.485], [2.471, -9.808, 0.382], [2.600, -7.323, 1.889], [2.291, -7.256, -1.003], [0.092, -8.159, 0.674], [3.363, 0.118, 4.223], [2.747, -1.477, 4.726], [5.117, 0.198, 4.526], [3.049, 0.355, 2.486], [2.540, 1.394, 5.155], [-4.736, 9.939, -1.334], [-4.202, 8.568, -0.330], [-5.321, 11.253, -0.282], [-3.369, 10.526, -2.314], [-6.054, 9.409, -2.410], [7.863, 0.512, 8.049], [6.168, 0.000, 8.243], [8.231, 0.704, 6.316], [8.115, 2.064, 8.885], [8.940, -0.722, 8.751], [10.263, -2.598, 4.749], [10.512, -4.359, 4.644], [10.954, -1.814, 3.306], [8.519, -2.249, 4.837], [11.070, -1.971, 6.209], [2.463, -6.914, 6.049], [1.087, -5.931, 6.610], [3.440, -7.424, 7.450], [1.855, -8.353, 5.193], [3.472, -5.947, 4.943]], "homo_energy_ev": -12.070, "homo_lumo_gap_ev": 8.87, "total_charge": 1, "de_lowest_kcal_mol": 61.6}

=====

No. 4
{"formula": "C14H13Cl4F4NO2", "method": "ωB97M-V/def2-TZVPD", "species": ["O", "C", "N", "C", "O", "C", "C", "C", "C", "F", "F", "C", "F", "F", "C", "C", "C", "H", "H", "H", "H", "H", "Cl", "C", "C", "Cl", "H", "H", "H", "H", "Cl", "C", "C", "Cl", "H", "H", "H", "H"], "positions_angstrom": [[4.054, -0.364, -2.422], [3.172, 0.513, -2.457], [3.434, 1.970, -2.670], [2.231, 2.634, -3.256], [2.231, 3.689, -3.933], [0.998, 1.743, -2.797], [-0.522, 1.999, -2.766], [-1.492, 0.933, -2.215], [-3.067, 1.069, -2.079], [-3.375, 1.239, -0.682], [-3.613, -0.213, -2.452], [-3.737, 2.245, -2.923], [-3.230, 3.543, -2.638], [-3.746, 1.945, -4.334], [-0.855, -0.420, -1.720], [0.673, -0.710, -1.746], [1.593, 0.400, -2.299], [3.715, 2.360, -1.746], [-0.909, 2.992, -3.158], [-4.854, 2.273, -2.630], [-1.573, -1.211, -1.283], [1.143, -1.676, -1.364], [-1.568, -2.729, 0.119], [-2.383, -3.017, 1.678], [-1.663, -2.345, 2.829], [-0.086, -3.099, 3.166], [-2.460, -4.096, 1.826], [-3.393, -2.614, 1.586], [-2.258, -2.434, 3.740], [-1.496, -1.284, 2.634], [2.379, -0.570, 2.453], [3.249, -0.245, 3.973], [2.742, -1.100, 5.118], [1.091, -0.649, 5.616], [3.156, 0.819, 4.195], [4.302, -0.464, 3.787], [3.382, -0.966, 5.992], [2.739, -2.160, 4.858]], "homo_energy_ev": -9.681, "homo_lumo_gap_ev": 8.48, "total_charge": 0, "smiles": "O=C1NC(=O)c2cc(C(F)(F)C(F)F)ccc21.ClCCCl.ClCCCl", "de_lowest_kcal_mol": 0.0}

=====

No. 5
{"formula": "C14H13ClNO8PtS", "method": "ωB97M-V/def2-TZVPD", "species": ["Pt", "O", "N", "C", "C", "C", "C", "C", "S", "H", "H", "H", "H", "C", "O", "C", "C", "C", "C", "C", "C", "O", "C", "O", "C", "H", "H", "H", "H", "H", "H", "H", "H", "H", "O", "Cl", "O", "O", "O"], "positions_angstrom": [[0.097, 0.016, -0.037], [-0.219, 0.050, 2.197], [-1.450, -0.291, 2.499], [-2.010, 0.260, 3.593], [-3.285, -0.043, 3.993], [-4.024, -0.960, 3.246], [-3.441, -1.536, 2.142], [-2.137, -1.206, 1.745], [-1.389, -1.916, 0.380], [-1.370, 0.947, 4.126], [-3.694, 0.429, 4.875], [-5.041, -1.203, 3.524], [-3.968, -2.260, 1.538], [6.976, -0.061, -0.210], [6.567, 0.057, -1.555], [5.234, -0.055, -1.804], [4.867, 0.028, -3.164], [3.544, -0.017, -3.493], [2.519, -0.201, -2.539], [1.138, -0.140, -2.941], [0.802, 0.221, -4.375], [0.165, -0.357, -2.204], [2.899, -0.409, -1.167], [2.120, -0.769, -0.222], [4.281, -0.234, -0.840], [8.064, -0.042, -0.223], [6.633, -1.000, 0.231], [6.605, 0.770, 0.396], [5.641, 0.144, -3.910], [3.272, 0.066, -4.538], [1.306, 1.140, -4.670], [-0.273, 0.365, -4.436], [1.100, -0.583, -5.051], [4.523, -0.294, 0.212], [-1.023, 4.090, -0.281], [-0.522, 2.757, -0.398], [0.596, 2.573, 0.495], [-0.108, 2.493, -1.744], [-1.585, 1.825, -0.024]], "homo_energy_ev": [-3.915, -3.918], "homo_lumo_gap_ev": [6.10, 6.12], "total_charge": -1, "de_lowest_kcal_mol": 66.0}

=====

No. 6
{"formula": "C14H13CrN3O6", "method": "ωB97M-V/def2-TZVPD", "species": ["C", "C", "C", "C", "C", "Cr", "N", "C", "C", "H", "H", "H", "H", "H", "H", "H", "H", "H", "H", "O", "C", "O", "C", "C", "C", "C", "C", "C", "N", "O", "O", "N", "O", "O", "H", "H", "H"], "positions_angstrom": [[-2.374, -0.975, -3.538], [-3.092, -0.306, -2.529], [-2.701, -0.847, -1.252], [-1.821, -1.879, -1.458], [-1.332, -1.979, -2.899], [-0.864, 0.529, -2.471], [0.006, -1.291, -2.964], [-1.254, 2.580, -2.754], [-2.211, 2.169, -1.764], [-2.986, -0.399, -0.314], [-3.742, 0.520, -2.681], [-1.393, -2.549, -0.717], [-1.372, -2.940, -3.373], [-2.571, -0.899, -4.582], [-3.254, 2.234, -2.149], [-0.297, 3.017, -2.445], [1.078, -1.536, -3.017], [-2.045, 2.301, -0.697], [-1.440, 2.781, -3.834], [0.530, -1.677, -0.380], [0.539, -0.489, -0.004], [-0.024, 0.454, -0.616], [1.254, -0.177, 1.343], [0.617, 0.596, 2.320], [1.261, 0.755, 3.561], [2.526, 0.179, 3.765], [3.160, -0.540, 2.744], [2.515, -0.739, 1.519], [4.445, -1.123, 2.913], [5.032, -0.983, 3.998], [4.923, -1.762, 1.952], [0.608, 1.465, 4.623], [-0.537, 1.925, 4.425], [1.225, 1.570, 5.702], [-0.363, 1.044, 2.137], [3.014, 0.293, 4.723], [2.939, -1.323, 0.715]], "homo_energy_ev": [0.503, -0.610], "homo_lumo_gap_ev": [4.04, 5.26], "total_charge": -2, "de_lowest_kcal_mol": 14.0, "multiplicity": 5}

=====

No. 7
{"formula": "C14H13F3NO5S2", "method": "ωB97M-V/def2-TZVPD", "species": ["C", "C", "C", "C", "O", "C", "C", "O", "H", "H", "H", "H", "H", "H", "H", "H", "H", "F", "C", "F", "F", "S", "N", "C", "O", "C", "C", "C", "C", "C", "C", "S", "O", "O", "H", "H", "H", "H"], "positions_angstrom": [[-0.720, 2.600, -0.947], [0.540, 2.612, -0.111], [0.264, 2.710, 1.411], [1.270, 2.103, 2.343], [-0.773, 3.231, 1.796], [1.591, 3.768, -0.379], [1.152, 4.890, -1.265], [2.665, 3.725, 0.189], [-0.502, 2.531, -2.025], [-1.285, 1.714, -0.626], [-1.273, 3.510, -0.698], [2.281, 2.017, 1.926], [1.339, 2.741, 3.235], [0.944, 1.096, 2.650], [0.148, 4.732, -1.671], [1.160, 5.812, -0.661], [1.840, 4.990, -2.113], [0.876, 0.841, -2.852], [1.822, 0.842, -1.886], [2.406, -0.397, -1.823], [2.776, 1.763, -2.220], [1.307, 1.059, -0.214], [-0.278, -1.395, -0.504], [-0.433, -2.506, -1.292], [-0.121, -2.583, -2.487], [-1.038, -3.594, -0.464], [-1.221, -3.216, 0.846], [-1.703, -4.073, 1.828], [-2.023, -5.386, 1.449], [-1.858, -5.784, 0.105], [-1.366, -4.890, -0.848], [-0.737, -1.518, 1.040], [0.361, -1.468, 1.975], [-1.886, -0.685, 1.303], [-1.791, -3.713, 2.851], [-2.424, -6.083, 2.191], [-2.132, -6.800, -0.182], [-1.177, -5.194, -1.871]], "homo_energy_ev": -5.273, "homo_lumo_gap_ev": 8.11, "total_charge": -1, "de_lowest_kcal_mol": 0.0}

=====

No. 8
{"formula": "C14H13FNO6", "method": "ωB97M-V/def2-TZVPD", "species": ["C", "O", "C", "C", "C", "C", "C", "C", "C", "O", "O", "C", "C", "C", "C", "F", "C", "O", "N", "O", "C", "O", "H", "H", "H", "H", "H", "H", "H", "H", "H", "H", "H", "H", "H"], "positions_angstrom": [[-1.128, -4.542, -2.969], [-0.506, -3.573, -3.780], [-0.904, -2.235, -3.469], [0.208, -1.483, -2.750], [-0.314, -0.496, -1.684], [0.640, -0.467, -0.502], [0.408, 0.622, 0.529], [-0.852, 0.958, 1.055], [-2.119, 0.243, 0.599], [-2.790, 0.828, -0.270], [-2.337, -0.831, 1.188], [-0.995, 1.935, 2.047], [0.134, 2.580, 2.523], [1.386, 2.264, 2.020], [1.523, 1.302, 1.031], [2.758, 1.016, 0.580], [2.388, 3.093, 2.723], [3.503, 3.393, 2.446], [1.714, 3.597, 3.936], [1.844, 2.480, 4.823], [0.298, 3.633, 3.543], [-0.471, 4.443, 3.932], [-2.113, -4.801, -3.367], [-0.521, -5.442, -2.978], [-1.252, -4.206, -1.940], [-1.806, -2.246, -2.859], [-1.148, -1.763, -4.419], [0.798, -2.243, -2.240], [0.850, -0.977, -3.466], [-1.283, -0.865, -1.378], [-0.481, 0.494, -2.093], [1.640, -0.313, -0.899], [0.661, -1.423, 0.021], [-1.969, 2.172, 2.447], [2.234, 2.852, 5.620]], "homo_energy_ev": -5.223, "homo_lumo_gap_ev": 7.81, "total_charge": -1, "smiles": "COCCCCc1c(C(=O)[O-])cc2c(c1F)C(=O)N(O)C2=O"}